{
  "formula": "C29H40BaN5O6PS2",
  "method": "wB97M-V/def2-TZVPD",
  "species": ["Ba", "O", "C", "C", "N", "C", "C", "O", "O", "C", "C", "O", "O", "H", "H", "H", "H", "H", "H", "H", "H", "H", "C", "C", "C", "N", "C", "S", "N", "C", "O", "C", "C", "C", "C", "C", "C", "H", "H", "H", "H", "H", "H", "H", "H", "H", "H", "H", "H", "H", "H", "C", "P", "C", "C", "C", "C", "C", "C", "C", "H", "H", "H", "H", "H", "H", "H", "H", "H", "H", "H", "C", "N", "C", "C", "N", "C", "S", "H", "H", "H", "H", "H", "H"],
  "positions_angstrom": [[0.1545, 0.2239, -0.6086], [2.4943, 1.2208, 0.7811], [3.5188, 0.2754, 1.1119], [3.4275, -0.9849, 0.2689], [2.0890, -1.5740, 0.2087], [2.0413, -2.6763, -0.7701], [0.6958, -2.6782, -1.5131], [-0.1045, -3.5944, -1.3173], [0.4995, -1.6663, -2.2764], [1.5568, -1.9672, 1.5344], [0.7594, -0.7931, 2.1500], [1.3016, -0.0629, 2.9915], [-0.4007, -0.6237, 1.6639], [1.9641, 1.3097, 1.5918], [3.4412, 0.0334, 2.1700], [4.4911, 0.7385, 0.9296], [4.1586, -1.6893, 0.6988], [3.7371, -0.7698, -0.7556], [2.2199, -3.6518, -0.3101], [2.8177, -2.5023, -1.5154], [2.3556, -2.2853, 2.2127], [0.8726, -2.8030, 1.3857], [-5.1755, -2.5451, 0.8396], [-3.8541, -3.2834, 1.0132], [-2.6416, -2.3992, 0.7472], [-2.4760, -2.1157, -0.6781], [-2.8342, -1.0002, -1.3006], [-3.2377, 0.4427, -0.5326], [-2.7793, -1.0050, -2.6865], [-2.7647, -2.0431, -3.6074], [-2.3899, -1.8295, -4.7409], [-3.3482, -3.3591, -3.2129], [-4.6453, -3.4337, -2.7198], [-5.1956, -4.6669, -2.4120], [-4.4413, -5.8216, -2.5762], [-3.1462, -5.7451, -3.0688], [-2.6026, -4.5145, -3.4045], [-6.0242, -3.2120, 1.0011], [-5.2668, -2.1211, -0.1609], [-5.2512, -1.7172, 1.5465], [-3.8127, -4.1583, 0.3580], [-3.7719, -3.6546, 2.0381], [-1.7286, -2.9005, 1.0662], [-2.7092, -1.4565, 1.2823], [-1.9661, -2.8328, -1.1955], [-2.6050, -0.0854, -3.0878], [-5.2225, -2.5268, -2.5858], [-6.2085, -4.7260, -2.0347], [-4.8655, -6.7840, -2.3197], [-2.5580, -6.6450, -3.1916], [-1.5952, -4.4385, -3.7915], [0.3348, 4.6753, -0.1187], [-0.9202, 3.3392, 0.0079], [-2.2531, 4.0435, -1.0295], [-1.5331, 3.5723, 1.7123], [-1.3452, 2.5410, 2.6292], [-1.7504, 2.6924, 3.9503], [-2.3575, 3.8685, 4.3597], [-2.5584, 4.9002, 3.4486], [-2.1457, 4.7527, 2.1351], [-0.0805, 5.6492, 0.1465], [0.7077, 4.7113, -1.1438], [1.1713, 4.4534, 0.5444], [-2.4612, 5.0860, -0.7849], [-3.1572, 3.4485, -0.9081], [-1.9461, 3.9762, -2.0745], [-0.8953, 1.6025, 2.3249], [-1.5887, 1.8834, 4.6507], [-2.6772, 3.9851, 5.3875], [-3.0352, 5.8193, 3.7655], [-2.3010, 5.5666, 1.4354], [-0.9292, 2.1940, -6.6257], [-0.3475, 0.9757, -6.1017], [0.1024, -0.0979, -6.8515], [0.4945, -1.0491, -5.9824], [0.2865, -0.5465, -4.7173], [-0.2438, 0.6868, -4.7862], [-0.7151, 1.7024, -3.5037], [-0.6325, 2.3011, -7.6661], [-0.5695, 3.0412, -6.0470], [-2.0158, 2.1572, -6.5536], [0.0930, -0.0850, -7.9259], [0.8823, -2.0366, -6.1507], [0.3613, -1.0665, -3.8412]],
  "forces_ev_per_angstrom": [[-0.669, 1.251, -0.692], [-0.208, -0.081, -0.010], [0.038, 0.040, -0.015], [0.094, 0.061, 0.161], [0.171, -0.341, 0.061], [0.034, -0.018, -0.039], [0.037, -0.582, -0.056], [0.005, 0.076, -0.001], [0.121, -0.220, 0.174], [-0.003, -0.027, 0.057], [0.142, -0.106, 0.592], [-0.003, -0.069, -0.062], [0.110, -0.174, 0.018], [0.092, 0.018, 0.095], [0.002, -0.014, -0.011], [0.003, -0.007, -0.001], [-0.015, -0.079, -0.123], [-0.024, 0.042, -0.011], [-0.042, 0.030, 0.077], [-0.003, -0.012, -0.022], [0.078, 0.034, -0.061], [-0.023, 0.024, -0.004], [-0.005, -0.018, 0.000], [-0.027, 0.050, -0.002], [-0.018, -0.072, -0.035], [0.086, -0.063, 0.029], [-0.117, -0.045, 0.050], [0.018, -0.062, -0.033], [0.119, 0.132, 0.014], [-0.171, 0.044, -0.179], [0.079, -0.019, 0.093], [0.094, -0.082, 0.053], [0.006, 0.067, 0.034], [0.008, -0.023, 0.016], [-0.027, -0.003, 0.018], [0.011, 0.012, -0.017], [0.007, -0.017, 0.003], [0.006, 0.005, -0.007], [0.001, -0.007, -0.025], [0.001, -0.005, -0.002], [-0.008, -0.015, -0.018], [0.004, -0.005, -0.001], [0.004, 0.029, 0.005], [0.018, 0.021, 0.019], [-0.058, 0.054, -0.075], [-0.016, -0.013, -0.005], [-0.003, 0.010, 0.017], [0.005, -0.001, -0.007], [-0.001, 0.003, -0.003], [-0.002, 0.002, -0.006], [-0.001, -0.006, 0.023], [-0.019, -0.004, 0.007], [0.051, 0.156, 0.032], [0.008, -0.044, -0.009], [0.000, 0.020, 0.007], [-0.031, 0.024, -0.001], [-0.007, 0.011, -0.011], [0.006, 0.002, -0.008], [-0.002, -0.009, 0.010], [0.016, 0.006, -0.003], [0.005, 0.002, -0.004], [0.005, 0.012, 0.003], [0.003, 0.004, -0.007], [-0.004, -0.002, 0.009], [-0.011, -0.001, -0.010], [-0.014, 0.017, -0.003], [0.002, -0.003, 0.010], [-0.002, 0.000, 0.000], [-0.001, 0.004, -0.003], [0.002, -0.003, 0.000], [-0.001, -0.009, 0.015], [0.015, 0.011, -0.001], [-0.018, 0.011, -0.036], [0.010, -0.036, -0.040], [-0.054, 0.037, 0.066], [-0.036, 0.138, -0.295], [0.032, -0.049, 0.025], [0.000, -0.069, 0.060], [-0.005, 0.005, 0.000], [0.001, 0.007, -0.008], [0.000, 0.007, 0.001], [0.005, 0.013, 0.000], [0.001, 0.008, -0.001], [0.091, -0.084, 0.108]],
  "lowdin_charge": [1.747, -0.172, -0.218, -0.177, -0.268, -0.106, -0.664, 0.026, -0.301, -0.083, -0.715, -0.006, -0.284, 0.060, 0.114, 0.124, 0.136, 0.124, 0.132, 0.123, 0.133, 0.123, -0.104, -0.221, -0.202, 0.040, -0.879, 0.632, 0.105, -0.398, 0.106, -0.164, -0.036, -0.077, -0.080, -0.064, -0.021, 0.071, 0.046, 0.076, 0.101, 0.110, 0.113, 0.078, 0.108, 0.066, 0.121, 0.107, 0.103, 0.106, 0.121, -0.275, 0.797, -0.294, -0.388, -0.091, -0.069, -0.088, -0.089, -0.099, 0.038, 0.037, 0.037, 0.036, 0.018, 0.006, 0.065, 0.109, 0.101, 0.100, 0.095, -0.036, -0.123, -0.050, -0.067, 0.077, -0.774, 0.538, 0.090, 0.071, 0.097, 0.119, 0.120, 0.076],
  "total_energy_ev": -82117.106,
  "charge": 0,
  "gap_ev": 8.129,
  "fmax_ev_per_a": 1.58,
  "homo_energy_ev": -7.9
}

***

{
  "formula": "C29H40BrFN5O5PS5",
  "method": "wB97M-V/def2-TZVPD",
  "species": ["C", "C", "S", "C", "C", "C", "C", "C", "S", "C", "S", "N", "C", "C", "N", "C", "N", "S", "C", "N", "C", "C", "O", "O", "C", "C", "O", "N", "C", "P", "O", "Br", "C", "C", "C", "C", "S", "C", "C", "O", "C", "C", "C", "C", "C", "C", "H", "H", "H", "H", "H", "H", "H", "H", "H", "H", "H", "H", "H", "H", "H", "H", "H", "H", "H", "H", "H", "H", "H", "H", "H", "H", "H", "H", "H", "H", "H", "H", "H", "H", "H", "H", "H", "H", "H", "H", "F"],
  "positions_angstrom": [[4.2066, 1.0203, 2.8413], [4.7425, 0.7479, 1.3633], [3.3285, 1.0891, 0.1979], [2.8594, -0.5150, -0.5988], [1.3433, -0.8655, -0.7595], [0.6687, -1.1069, 0.6840], [0.5882, 0.0972, 1.6711], [-0.8190, 0.0466, 2.4416], [-1.0282, 1.6734, 3.2699], [0.4011, 1.8804, 4.3615], [0.8825, 0.6082, 5.2936], [1.0909, 3.1267, 4.3872], [1.3799, 3.8342, 3.2175], [2.0938, 5.0138, 3.6603], [2.2040, 4.9262, 5.0576], [1.5910, 3.8157, 5.4984], [1.2714, -2.2600, -1.2891], [2.5743, -3.2651, -1.6249], [0.0999, -2.6896, -1.9296], [-0.6117, -3.6862, -1.4963], [-0.2854, -4.4861, -0.3093], [-1.5911, -5.0140, 0.3940], [-1.5847, -6.1174, 0.8488], [-2.7314, -4.1762, 0.4752], [-3.2774, -4.3908, 1.7931], [-2.5186, -3.7401, 2.9873], [-4.2501, -5.0533, 1.9376], [-0.3520, -1.9886, -3.0865], [0.4084, -0.6912, -3.1740], [2.0721, -0.8385, -4.0725], [2.1629, -2.4345, -4.6650], [2.0126, 0.3728, -6.0126], [0.4748, 0.0500, -1.7348], [1.0629, 1.4745, -2.0592], [0.2093, 2.4096, -3.0139], [1.1124, 3.1443, -4.1180], [0.8335, 4.9923, -3.9987], [-1.0542, 0.2280, -1.3642], [-1.5527, 1.3963, -0.4945], [-0.9760, 2.3136, 0.0400], [-3.1376, 1.4513, -0.3512], [-3.8735, 1.8062, -1.5751], [-5.3266, 1.9234, -1.6335], [-6.0467, 1.6607, -0.3698], [-5.3286, 1.2849, 0.8450], [-3.8647, 1.1773, 0.8757], [4.1299, 0.0487, 3.3883], [3.1986, 1.5116, 2.7604], [4.8838, 1.7519, 3.3475], [5.1131, -0.2960, 1.2068], [5.5517, 1.4674, 1.0904], [3.2748, -1.2380, 0.1630], [3.4510, -0.5460, -1.5552], [-0.3177, -1.6512, 0.5905], [1.3524, -1.8820, 1.1472], [1.3378, -0.0868, 2.4961], [0.8310, 1.1100, 1.2802], [-0.6946, -0.7604, 3.2150], [-1.6215, -0.2107, 1.7109], [1.0854, 3.4811, 2.2089], [2.4551, 5.8007, 2.9647], [1.5083, 3.5140, 6.5587], [2.4773, -4.4905, -0.9640], [-1.4683, -3.9502, -1.9919], [0.2956, -5.4241, -0.6422], [0.3632, -3.9530, 0.4319], [-3.0434, -3.9135, 3.9580], [-2.3948, -2.6429, 2.7565], [-1.4856, -4.1876, 3.0419], [-0.2443, -2.5350, -3.9438], [-0.2392, -0.0949, -3.8867], [1.6043, -2.4355, -5.4684], [1.1855, 2.0678, -1.1070], [2.1117, 1.4567, -2.4829], [-0.6916, 1.9366, -3.4791], [-0.1949, 3.2629, -2.3970], [0.8001, 2.8714, -5.1543], [2.2050, 3.0101, -3.9388], [-0.4820, 5.0932, -4.3907], [-1.6122, 0.3288, -2.3431], [-1.4906, -0.7215, -0.9318], [-3.3108, 2.0061, -2.5174], [-5.8497, 2.1924, -2.5783], [-7.1575, 1.7800, -0.4085], [-5.9725, 1.0883, 1.7387], [-3.3493, 0.9226, 1.8224], [0.9406, -5.9284, -2.1077]],
  "forces_ev_per_angstrom": [[0.291, 0.095, -0.806], [-0.644, -0.029, 0.429], [0.085, 0.248, -0.334], [1.048, -0.167, 0.671], [-0.919, -0.131, 1.588], [1.183, 0.103, 0.060], [-0.498, -0.651, 1.385], [2.504, -0.437, 0.059], [0.111, 0.888, -0.088], [0.354, -1.547, 0.499], [-0.114, 0.950, -0.363], [-1.115, -0.653, -0.593], [1.272, 2.612, 0.861], [-1.854, -3.589, -0.195], [-0.710, -0.581, -0.036], [1.128, 1.657, -1.935], [-1.469, -0.765, -0.467], [1.745, -1.127, -0.596], [-0.369, 0.386, -1.198], [0.431, 0.404, 0.814], [-0.732, -0.967, 0.815], [1.036, -0.122, -0.729], [-0.247, 0.701, 0.271], [1.447, -0.300, 1.131], [-0.502, -0.342, 1.137], [0.625, 0.300, -1.019], [0.184, 0.475, -0.411], [1.508, 0.299, 1.539], [-1.718, 0.041, -1.392], [2.058, -1.101, 0.502], [-1.391, 2.262, -0.178], [-0.612, -0.609, 0.533], [-0.125, 0.380, -1.886], [0.558, 0.970, 0.452], [0.368, 0.885, 0.136], [-1.517, 0.349, 0.250], [-0.159, -0.272, -0.268], [-0.077, -0.674, -0.186], [-2.250, 0.652, 0.642], [0.731, -0.932, -0.537], [-1.507, -0.386, -0.884], [-1.078, -0.284, 0.947], [1.528, -0.774, 2.925], [1.871, 0.079, -0.912], [0.336, 0.467, -1.675], [-1.422, 0.726, -1.862], [0.020, 0.987, -0.198], [0.970, -0.579, 0.277], [-0.506, -0.858, -0.139], [-0.283, 0.896, 0.164], [-0.695, -0.661, 0.127], [-0.391, 0.377, -1.257], [-0.914, -0.392, 0.897], [0.871, 0.796, -0.173], [-0.700, 0.744, -0.500], [-0.587, 0.350, -1.012], [-0.558, -0.939, -0.093], [-0.576, 0.720, -0.695], [0.255, 0.678, 0.906], [0.171, 0.253, 1.060], [-0.107, -0.587, 1.194], [-0.047, 0.022, -1.115], [-0.832, 1.011, -0.008], [0.661, 0.104, -0.078], [-0.435, 0.763, -0.672], [-0.822, -0.004, -0.741], [0.299, 0.140, -1.097], [-0.148, -1.056, 0.429], [-0.981, 0.422, -0.048], [-0.240, -0.139, 0.430], [0.718, -0.217, 1.020], [0.397, -0.563, 0.168], [-0.191, -0.861, -0.853], [-1.061, -0.566, 0.427], [0.897, 0.189, 0.189], [0.301, -1.107, -0.462], [0.652, -0.023, 0.959], [-0.908, 0.055, -0.300], [0.826, -0.424, 0.199], [0.419, 0.004, 1.133], [0.370, 1.039, -0.326], [-0.353, -0.198, 0.922], [0.496, -0.233, 0.983], [1.148, -0.290, 0.410], [0.999, 0.174, -0.763], [-0.492, 0.233, -0.828], [-0.015, 0.250, 0.366]],
  "lowdin_charge": [-0.159, -0.463, 0.854, -0.432, -0.385, -0.117, -0.262, -0.457, 0.883, -1.008, 0.688, -0.168, -0.071, -0.102, 0.029, -0.140, -0.424, 0.904, -0.339, 0.173, -0.072, -0.397, 0.171, 0.043, -0.453, 0.029, 0.170, 0.082, -0.409, 0.638, -0.394, 0.313, -0.286, -0.179, -0.240, -0.555, 0.650, -0.047, -0.332, 0.083, -0.114, -0.037, -0.057, -0.076, -0.063, -0.023, 0.074, 0.023, 0.075, 0.077, 0.066, 0.072, 0.051, 0.106, 0.129, 0.081, 0.054, 0.066, 0.057, 0.109, 0.102, 0.130, -0.069, 0.192, 0.095, 0.128, 0.102, 0.077, 0.101, 0.136, 0.107, 0.034, 0.092, 0.089, 0.097, 0.079, 0.019, 0.065, -0.133, 0.126, 0.138, 0.102, 0.101, 0.099, 0.103, 0.065, -0.665],
  "total_energy_ev": -184628.224,
  "charge": 0,
  "gap_ev": 7.198,
  "fmax_ev_per_a": 4.04,
  "homo_energy_ev": -8.4
}